(1)
A 10-piece molecular cluster, C31H85F6N7O16S2 overall, computed with ωB97M-V with the def2-TZVPD basis set.

The frontier orbital gap is 0.3294 hartree. For the maximum force, the calculation gives 3.9 eV/Å. As for the multiplicity: 1. The net charge is +4. The calculated total energy is -4213.59139 Ha. The LUMO energy comes out at -5.97 eV.

Last column: Löwdin charge in e.
Element x y z (Å)
1 C -3.733 -1.935 2.481  -0.03
2 C -4.336 -0.870 3.557  -0.37
3 C -5.791 -0.931 3.647  -0.22
4 O -6.213 0.129 4.542  -0.21
5 C -7.506 0.698 4.349  -0.09
6 N -3.633 -0.994 4.893  0.05
7 H -3.930 -1.796 5.388  0.08
8 H -1.964 -1.206 4.706  0.07
9 H -3.836 -0.179 5.541  0.12
10 H -3.965 -2.941 2.811  0.06
11 H -2.632 -1.885 2.273  0.07
12 H -4.286 -1.832 1.473  0.10
13 H -4.018 0.079 3.137  0.13
14 H -6.049 -1.913 3.992  0.12
15 H -6.371 -0.887 2.671  0.15
16 H -8.293 -0.023 4.403  0.08
17 H -7.669 1.121 3.351  0.08
18 H -7.529 1.510 5.116  0.11
19 C 1.712 -8.895 5.298  -0.02
20 C 2.184 -9.317 3.883  -0.20
21 C 2.017 -8.229 2.752  -0.21
22 O 2.721 -7.081 3.159  -0.22
23 C 2.459 -5.877 2.338  -0.01
24 N 3.807 -9.563 3.922  0.21
25 H 4.291 -8.679 4.170  0.17
26 H 4.178 -10.311 4.499  0.16
27 H 4.059 -9.840 2.939  0.18
28 H 0.619 -9.046 5.278  0.11
29 H 1.922 -7.829 5.394  0.09
30 H 2.089 -9.509 6.043  0.06
31 H 1.725 -10.259 3.534  0.15
32 H 0.927 -8.064 2.742  0.14
33 H 2.354 -8.587 1.768  0.14
34 H 2.958 -5.852 1.379  0.09
35 H 2.906 -5.072 2.895  0.09
36 H 1.402 -5.823 2.295  0.08
37 C -0.667 2.587 2.188  -0.04
38 C -0.121 3.692 1.346  -0.35
39 C -0.221 5.125 1.880  -0.15
40 O 0.513 5.930 0.941  -0.21
41 C -0.226 6.897 0.201  -0.07
42 N 1.285 3.434 0.957  0.20
43 H 1.929 3.858 1.602  0.15
44 H 1.527 2.380 0.827  0.11
45 H 1.459 3.951 0.077  0.11
46 H -1.711 2.675 2.557  0.10
47 H -0.119 2.468 3.170  0.11
48 H -0.521 1.704 1.560  0.04
49 H -0.661 3.647 0.383  0.16
50 H 0.288 5.230 2.827  0.13
51 H -1.278 5.378 1.961  0.14
52 H -1.179 6.456 -0.162  0.11
53 H 0.368 7.092 -0.655  0.05
54 H -0.410 7.804 0.762  0.09
55 C -0.456 0.319 9.768  -0.01
56 C -0.593 1.777 9.264  -0.28
57 C 0.525 1.977 8.318  -0.16
58 O 0.243 3.043 7.309  -0.21
59 C 0.391 4.379 7.868  -0.08
60 N -1.864 1.930 8.377  0.22
61 H -1.868 2.869 7.891  0.18
62 H -1.770 1.328 7.640  0.04
63 H -2.794 1.624 8.786  0.21
64 H -1.141 0.199 10.582  0.08
65 H 0.528 0.387 10.189  0.09
66 H -0.539 -0.532 9.022  0.12
67 H -0.668 2.586 9.981  0.15
68 H 0.646 1.083 7.673  0.12
69 H 1.400 2.246 8.869  0.13
70 H 1.427 4.530 8.006  0.08
71 H -0.148 4.629 8.794  0.09
72 H -0.004 5.114 7.147  0.10
73 C -1.627 4.918 -4.740  -0.01
74 C -1.580 3.440 -4.268  -0.21
75 C -2.541 2.662 -5.261  -0.11
76 O -1.825 2.673 -6.513  -0.22
77 C -2.232 3.553 -7.546  -0.08
78 N -0.164 2.954 -4.653  0.19
79 H 0.032 2.034 -4.202  0.16
80 H -0.282 2.948 -5.669  0.13
81 H 0.600 3.678 -4.409  0.10
82 H -0.980 5.578 -4.166  0.08
83 H -2.616 5.306 -4.795  0.09
84 H -1.275 4.912 -5.716  0.05
85 H -1.727 3.239 -3.213  0.14
86 H -3.484 3.087 -5.315  0.11
87 H -2.653 1.671 -4.986  0.10
88 H -1.347 3.866 -8.083  0.10
89 H -2.719 4.514 -7.208  0.11
90 H -2.958 3.100 -8.200  0.09
91 C -3.395 -8.860 -10.335  -0.04
92 C -4.840 -8.569 -10.582  -0.27
93 C -5.374 -7.578 -9.566  -0.18
94 O -6.586 -7.119 -10.136  -0.21
95 C -7.117 -5.910 -9.635  -0.07
96 N -4.986 -7.879 -11.984  0.24
97 H -4.952 -8.598 -12.694  0.17
98 H -5.888 -7.457 -12.105  0.14
99 H -4.310 -7.135 -12.210  0.18
100 H -3.173 -9.223 -9.343  0.11
101 H -2.807 -7.975 -10.546  0.09
102 H -3.013 -9.612 -10.982  0.08
103 H -5.473 -9.451 -10.662  0.16
104 H -4.658 -6.747 -9.480  0.14
105 H -5.554 -8.048 -8.592  0.15
106 H -6.467 -5.026 -9.697  0.10
107 H -7.340 -6.085 -8.609  0.08
108 H -8.017 -5.627 -10.202  0.11
109 C 8.986 3.539 -2.725  -0.02
110 C 8.159 4.781 -2.317  -0.28
111 C 7.209 4.693 -1.137  -0.17
112 O 7.894 4.202 0.017  -0.21
113 C 7.799 2.815 0.457  -0.04
114 N 9.212 5.773 -1.817  0.20
115 H 10.049 5.902 -2.390  0.17
116 H 8.766 6.699 -1.628  0.19
117 H 9.550 5.374 -0.902  0.18
118 H 9.364 3.009 -1.863  0.07
119 H 9.814 3.821 -3.367  0.09
120 H 8.306 2.846 -3.303  0.12
121 H 7.686 5.140 -3.216  0.15
122 H 6.320 4.113 -1.347  0.12
123 H 6.879 5.719 -0.899  0.14
124 H 8.189 2.140 -0.358  0.09
125 H 6.793 2.536 0.650  0.07
126 H 8.511 2.638 1.311  0.12
127 O 0.847 -0.832 5.864  0.14
128 C -0.448 -0.648 5.740  -0.69
129 O -1.051 0.000 6.529  0.08
130 O -0.950 -1.294 4.699  0.11
131 H 1.373 -1.425 5.231  0.19
132 C 0.933 0.234 -1.655  -0.71
133 F 0.233 1.323 -1.926  0.13
134 F 0.526 -0.767 -2.422  0.14
135 F 2.222 0.406 -1.933  0.13
136 S 0.782 -0.247 0.112  0.50
137 O 1.344 -1.595 0.173  -0.30
138 O 1.574 0.793 0.799  -0.35
139 O -0.618 -0.149 0.381  -0.31
140 C 3.473 5.557 -2.369  -0.64
141 F 3.791 6.771 -2.754  0.16
142 F 4.270 4.635 -2.949  0.11
143 F 3.663 5.441 -1.041  0.11
144 S 1.669 5.261 -2.869  0.49
145 O 1.899 4.786 -4.206  -0.31
146 O 1.148 4.159 -2.017  -0.34
147 O 1.015 6.509 -2.774  -0.26

Cartesian forces (eV/Å) of the 6 atoms listed first:
C -1.1 0.8 -0.3
C 3.3 -0.6 -1.5
C -2.5 0.9 -0.4
O 0.3 -0.8 -0.7
C 0.8 0.8 0.1
N 0.0 2.0 -0.6

(2)
A 2-piece molecular cluster, C4H11NS overall, computed with ωB97M-V with the def2-TZVPD basis set.

The frontier orbital gap is 0.3375 hartree. As for the SMILES: C=CN.CSC. For the maximum force, the calculation gives 2.3 eV/Å. As for the energy above the lowest of the compared OMol25 structures with the same formula, charge and spin: 132.9 kJ/mol. As for the multiplicity: 1. The calculated total energy is -611.89152 Ha. The LUMO energy comes out at 0.97 eV.

Last column: Löwdin charge in e.
Element x y z (Å)
1 C -2.321 -1.104 -0.510  -0.03
2 C -2.384 -0.075 0.363  -0.33
3 N -2.332 1.273 0.050  0.03
4 H -2.513 -0.877 -1.553  0.05
5 H -2.043 -2.065 -0.105  0.04
6 H -2.517 -0.269 1.427  0.10
7 H -2.570 1.531 -0.902  0.09
8 H -2.927 1.879 0.604  0.08
9 C 1.077 0.599 -1.162  -0.43
10 S 2.330 -0.232 -0.058  0.67
11 C 1.135 -0.428 1.422  -0.37
12 H 0.683 1.546 -0.794  0.03
13 H 0.345 -0.191 -1.303  0.00
14 H 1.603 0.822 -2.091  0.02
15 H 1.758 -0.188 2.283  0.01
16 H 0.236 0.164 1.307  0.00
17 H 0.943 -1.502 1.512  0.02

Cartesian forces (eV/Å) of the 6 atoms listed first:
C 0.0 1.4 1.0
C -0.4 -1.0 -0.3
N -0.9 1.0 -0.3
H 0.6 -0.5 -0.1
H -0.5 -0.3 -0.4
H 0.6 0.0 -0.1

(3)
C54H43ClN2O6S2TeTi as an isolated structure, computed with ωB97M-V with the def2-TZVPD basis set.

The frontier orbital gap (spin up / spin down) is 0.2251 / 0.2361 hartree. For the maximum force, the calculation gives 4.0 eV/Å. As for the multiplicity: 2. As for the expectation value of S²: 0.76. The net charge is +1. The calculated total energy is -5018.43494 Ha. The LUMO energy (spin up / spin down) comes out at -2.92 / -3.00 eV.

Last column: Löwdin charge in e.
Element x y z (Å)
1 Ti -0.587 0.279 -0.595  0.64
2 C -6.468 1.857 4.159  -0.04
3 C -5.081 1.478 3.763  -0.26
4 C -3.995 1.835 4.557  -0.02
5 C -2.699 1.551 4.165  -0.05
6 C -2.495 0.874 2.974  -0.40
7 C -3.565 0.474 2.186  -0.08
8 C -4.852 0.772 2.588  -0.02
9 S -0.844 0.659 2.301  1.02
10 O -1.176 -0.197 1.082  -0.67
11 C -0.209 -0.646 3.368  -0.27
12 C -1.076 -1.693 3.723  -0.03
13 C -0.604 -2.732 4.469  0.01
14 C 0.758 -2.793 4.839  -0.14
15 C 1.255 -3.843 5.634  -0.01
16 C 2.576 -3.888 5.984  -0.05
17 C 3.459 -2.887 5.551  -0.05
18 C 3.007 -1.848 4.786  0.00
19 C 1.645 -1.764 4.428  -0.11
20 C 1.123 -0.653 3.707  -0.16
21 C 2.013 0.519 3.545  -0.14
22 C 2.208 1.317 4.716  -0.09
23 C 1.461 1.111 5.898  0.00
24 C 1.673 1.888 7.004  -0.05
25 C 2.638 2.904 6.989  -0.05
26 C 3.368 3.140 5.857  -0.01
27 C 3.175 2.358 4.702  -0.14
28 C 3.930 2.583 3.531  0.00
29 C 3.705 1.844 2.409  -0.07
30 C 2.741 0.818 2.416  -0.28
31 S 2.503 0.136 0.762  1.15
32 O 1.093 0.631 0.433  -0.66
33 C 2.397 -1.641 0.972  -0.36
34 C 3.620 -2.294 1.059  -0.07
35 C 3.656 -3.677 1.049  -0.01
36 C 2.484 -4.418 0.926  -0.25
37 C 2.506 -5.905 0.840  -0.02
38 C 1.266 -3.742 0.846  -0.01
39 C 1.216 -2.360 0.861  -0.06
40 H -6.489 2.878 4.532  0.09
41 H -6.819 1.200 4.953  0.09
42 H -7.146 1.767 3.316  0.08
43 H -4.171 2.362 5.481  0.12
44 H -1.858 1.860 4.769  0.12
45 H -3.390 -0.060 1.257  0.12
46 H -5.686 0.471 1.970  0.12
47 H -2.113 -1.631 3.429  0.12
48 H -1.266 -3.521 4.793  0.13
49 H 0.565 -4.607 5.962  0.12
50 H 2.949 -4.698 6.591  0.11
51 H 4.498 -2.933 5.841  0.11
52 H 3.688 -1.078 4.463  0.12
53 H 0.711 0.335 5.931  0.12
54 H 1.094 1.721 7.900  0.11
55 H 2.800 3.500 7.871  0.11
56 H 4.099 3.933 5.822  0.12
57 H 4.683 3.354 3.534  0.12
58 H 4.263 2.018 1.501  0.11
59 H 4.531 -1.714 1.123  0.12
60 H 4.603 -4.194 1.108  0.12
61 H 3.518 -6.292 0.765  0.08
62 H 1.938 -6.212 -0.036  0.09
63 H 2.027 -6.338 1.716  0.09
64 H 0.359 -4.308 0.709  0.14
65 H 0.259 -1.856 0.768  0.09
66 O 3.154 -3.825 -2.929  0.13
67 C 2.022 -3.409 -2.346  -0.46
68 O 1.343 -4.179 -1.730  0.14
69 C 1.707 -1.965 -2.439  -0.03
70 C 2.553 -0.910 -2.745  -0.53
71 Cl 4.212 -0.903 -3.185  0.86
72 N 1.898 0.264 -2.523  -0.04
73 N 0.625 0.012 -2.114  0.02
74 C 0.480 -1.346 -2.057  -0.11
75 C -0.887 -1.809 -1.706  -0.54
76 O -1.241 -2.960 -1.582  0.14
77 O -1.676 -0.762 -1.485  -0.10
78 C 2.282 1.571 -2.884  -0.22
79 C 2.798 1.813 -4.152  -0.03
80 C 3.091 3.111 -4.531  -0.06
81 C 2.852 4.164 -3.662  -0.06
82 C 2.347 3.917 -2.394  -0.05
83 C 2.063 2.623 -1.998  -0.03
84 H 3.656 -3.123 -3.369  0.04
85 H 2.933 0.996 -4.843  0.11
86 H 3.483 3.296 -5.518  0.11
87 H 3.046 5.178 -3.973  0.11
88 H 2.160 4.737 -1.717  0.12
89 H 1.664 2.429 -1.007  0.07
90 C -5.333 4.740 -4.901  -0.04
91 C -4.488 4.208 -3.787  -0.27
92 C -3.332 3.490 -4.036  -0.01
93 C -2.531 3.021 -3.003  -0.31
94 C -1.314 2.220 -3.344  -0.09
95 C -2.881 3.268 -1.677  -0.42
96 Te -1.558 2.686 -0.044  1.11
97 C -4.063 3.960 -1.408  -0.32
98 C -4.530 4.214 -0.010  -0.09
99 C -4.841 4.415 -2.462  -0.01
100 H -4.955 4.420 -5.868  0.07
101 H -5.349 5.829 -4.884  0.08
102 H -6.359 4.396 -4.793  0.08
103 H -3.039 3.294 -5.057  0.11
104 H -1.122 2.248 -4.415  0.09
105 H -1.483 1.173 -3.045  0.06
106 H -0.436 2.613 -2.819  0.03
107 H -4.689 3.269 0.513  0.06
108 H -5.467 4.763 -0.020  0.08
109 H -3.789 4.783 0.550  0.06
110 H -5.741 4.968 -2.242  0.12

Cartesian forces (eV/Å) of the 6 atoms listed first:
Ti 0.6 3.9 0.0
C -0.1 -0.1 0.1
C 0.1 -0.1 -0.1
C 0.0 0.0 -0.1
C 0.2 0.0 -0.1
C 0.0 0.1 -0.2

(4)
A 7-piece molecular cluster, C2H16O6 overall, computed with ωB97M-V with the def2-TZVPD basis set.

The frontier orbital gap is 0.3883 hartree. As for the SMILES: C=C.O.O.O.O.O.O. For the maximum force, the calculation gives 7.1 eV/Å. As for the energy above the lowest of the compared OMol25 structures with the same formula, charge and spin: 246.4 kJ/mol. As for the multiplicity: 1. The calculated total energy is -537.15133 Ha. The LUMO energy comes out at 0.39 eV.

Last column: Löwdin charge in e.
Element x y z (Å)
1 C 0.287 3.009 0.126  -0.08
2 C 0.147 2.310 -0.974  -0.09
3 H -0.483 3.661 0.467  0.06
4 H 1.236 3.073 0.550  0.04
5 H -0.831 2.216 -1.460  0.06
6 H 0.825 1.621 -1.488  0.05
7 O -2.359 -2.582 -1.515  -0.13
8 H -1.950 -1.951 -2.179  0.03
9 H -2.023 -2.110 -0.698  0.01
10 O 0.261 -0.906 -2.041  -0.03
11 H 0.530 -0.641 -2.920  0.07
12 H 0.879 -0.996 -1.367  -0.02
13 O -0.106 0.687 1.614  -0.07
14 H -0.314 1.425 2.040  -0.04
15 H -1.037 0.255 1.371  0.11
16 O 1.019 -2.073 0.315  -0.02
17 H 0.791 -2.966 0.604  0.08
18 H 1.470 -1.664 1.024  -0.03
19 O -1.650 -0.460 -0.154  -0.12
20 H -1.598 0.183 -0.867  0.04
21 H -0.633 -0.722 -0.264  0.08
22 O 2.032 -0.839 2.588  -0.12
23 H 2.494 -0.010 2.640  0.02
24 H 1.013 -0.518 2.586  0.09

Cartesian forces (eV/Å) of the 6 atoms listed first:
C 0.0 0.3 -1.4
C -1.2 -1.2 -1.4
H -0.5 0.2 0.4
H 1.4 0.1 1.0
H 0.1 0.5 0.2
H 0.4 0.6 0.7